ORCA calculation (ωB97M-V with the def2-TZVPD basis set) on a 2-piece molecular cluster, C7H12OSi overall.

CARTESIAN COORDINATES (ANGSTROEM)
C1 -1.23 0.81 -0.12
H1 2.70 0.76 -0.01
H2 -0.13 -2.63 -0.14
H3 -2.14 0.29 0.13
H4 0.94 2.18 2.08
C2 1.68 0.91 0.60
C3 -1.38 -1.68 -3.13
C4 1.80 1.96 1.42
C5 -1.37 2.31 0.24
H5 1.75 -2.30 2.26
C6 1.18 -2.66 1.41
H6 1.46 -3.68 1.50
H7 -0.60 -1.35 -3.84
Si1 0.21 -0.17 0.30
H8 -1.93 2.74 -0.73
H9 -2.39 -1.71 -3.60
C7 0.40 -2.00 0.57
H10 -2.02 2.26 1.13
O1 -1.03 -1.64 -1.95
H11 2.58 2.71 1.33
H12 -0.49 2.89 0.54

Summary:
frontier orbital gap (spin up / spin down)	7.52 / 7.52	eV
energy above the lowest of the compared OMol25 structures with the same formula, charge and spin	579.9	kJ/mol
SMILES string	C=C[Si](C=C)=CC.C=O
lowest unoccupied orbital energy (spin up / spin down)	0.4 / 0.4	eV
2S+1	1

Table of Mulliken atomic charges, one value per atom, all in e: -0.4249 0.1892 0.3002 0.3797 0.3140 -0.0727 -0.1392 -0.7101 -0.8599 0.2625 -0.7334 0.2762 0.2165 0.2141 0.2248 0.2340 -0.1254 0.2646 -0.3512 0.2610 0.2801